*one*
ORCA calculation (the ωB97M-V functional and the def2-TZVPD basis) on a 8-piece molecular cluster, C5H27N2O7 overall.

Structure (XYZ):
```
41
Properties=species:S:1:pos:R:3:nbo_charge:R:1
C -1.6448 2.0221 -2.7565 -0.602
C -2.2313 1.1636 -1.5427 -0.390
C -2.0919 -0.4133 -1.6488 -0.449
C -0.6216 -0.7819 -1.2584 -0.048
C 0.4810 -0.1872 -1.8691 0.066
N 1.7371 -0.1433 -1.4011 -0.782
N -0.5469 -1.3527 0.0633 -0.713
H -2.3438 1.9556 -3.6188 0.216
H -0.7254 1.5191 -2.9662 0.171
H -1.5623 3.1414 -2.6369 0.227
H -1.5844 1.4808 -0.6539 0.179
H -3.3402 1.5539 -1.2681 0.221
H -2.2803 -0.5594 -2.6975 0.229
H -2.8601 -0.9264 -0.9393 0.243
H 0.2823 0.6046 -2.6074 0.209
H 2.5888 -0.0501 -1.9928 0.422
H 1.8292 -0.8771 -0.6385 0.386
H -1.2848 -2.0762 0.2124 0.488
H 0.3564 -1.9051 0.1337 0.428
H -0.5522 -0.6547 0.8891 0.446
H 0.4847 -0.2759 4.6702 0.485
H 1.1501 0.8440 3.9419 0.471
O 0.4727 0.1242 3.7650 -0.953
H 0.6712 4.1548 -1.7720 0.492
H 1.4225 4.1534 -0.4147 0.473
O 0.7340 3.8662 -0.8365 -0.955
H -0.1409 -3.9375 0.9773 0.484
H -1.6193 -4.2535 1.3315 0.495
O -0.9653 -3.5850 1.3396 -0.957
H 2.6646 -0.6013 2.9748 0.471
H 3.9742 -0.7403 2.5418 0.469
O 3.1515 -1.0909 2.3923 -0.939
H -2.5827 0.1728 1.8858 0.502
H -3.5566 -1.1334 1.7484 0.498
O -2.8310 -0.6536 1.4080 -0.991
H 1.1410 2.5571 0.5171 0.488
H 1.1028 2.5382 2.0059 0.454
O 1.6840 2.6441 1.3283 -0.950
H 3.2656 -2.3049 0.4578 0.503
H 3.1889 -3.4294 -0.6947 0.501
O 2.9831 -2.5629 -0.3702 -0.991
```

Properties
Frontier orbital gap (eV): 8.50
Multiplicity: 1
HOMO level (eV): -11.214
LUMO level (eV): -2.72
Total charge: +1

***

*two*
ORCA calculation (the ωB97M-V functional and the def2-TZVPD basis) on a 8-piece molecular cluster, C5H27N2O7 overall.

Structure (XYZ):
```
41
Properties=species:S:1:pos:R:3:nbo_charge:R:1
C -2.9547 -1.3400 0.2587 -0.639
C -1.7125 -0.6668 -0.4119 -0.036
C -0.8253 -1.6509 -1.1716 -0.502
C -0.2030 -1.0148 -2.3611 0.150
C -0.7606 -0.7174 -3.5271 -0.354
N 1.1824 -0.5976 -2.1314 -0.702
N -0.9117 0.0732 0.6040 -0.902
H -3.3049 -0.7462 1.1061 0.233
H -2.7167 -2.3893 0.3929 0.214
H -3.8352 -1.2556 -0.3843 0.225
H -2.0906 0.0763 -1.1200 0.202
H -0.2963 -2.3038 -0.4864 0.249
H -1.5517 -2.3737 -1.5948 0.250
H -0.2666 -0.5050 -4.4652 0.232
H -1.8432 -0.7548 -3.5830 0.230
H 1.8627 -1.3176 -1.8553 0.457
H 1.0921 0.0589 -1.3437 0.462
H 1.6232 -0.0349 -2.8567 0.457
H -1.3815 0.9424 0.8179 0.376
H -0.8633 -0.4433 1.4808 0.378
H 2.3515 0.5270 2.4888 0.491
H 1.2302 1.1787 1.6685 0.490
O 2.1713 1.1684 1.8052 -0.971
H 0.8809 -2.3104 2.4195 0.477
H 2.5027 -2.2437 2.6025 0.483
O 1.6421 -2.3827 2.9977 -0.957
H -1.6240 3.4404 -1.7568 0.503
H -1.1486 2.2098 -0.7542 0.476
O -1.0961 2.6320 -1.6104 -0.975
H 2.9428 2.7023 -2.2512 0.493
H 2.9884 1.7975 -1.1047 0.478
O 2.5952 1.8449 -2.0028 -0.967
H 2.9852 -0.1865 0.4678 0.492
H 3.9853 -0.9285 -0.3244 0.482
O 3.0546 -1.0164 -0.0012 -0.980
H -1.5574 0.2134 4.5721 0.473
H -1.4332 -1.1805 5.2354 0.484
O -1.4622 -0.7343 4.3814 -0.957
H -0.2755 3.2995 0.4972 0.472
H -0.1766 3.6142 1.9833 0.484
O -0.7988 3.3159 1.3183 -0.955
```

Properties
Frontier orbital gap (eV): 10.12
Multiplicity: 1
HOMO level (eV): -12.882
LUMO level (eV): -2.76
Total charge: +1

***

Energy relative to the most stable one, in eV: *one* 1.905; *two* 0.000

***

*one*
ORCA calculation (the ωB97M-V functional and the def2-TZVPD basis) on one molecule with the formula C3H4OS2.

Structure (XYZ):
```
10
Properties=species:S:1:pos:R:3:nbo_charge:R:1
C -1.0282 -0.3522 -0.3856 -0.461
C 0.1485 -0.8323 0.2945 -0.183
C 1.3834 -0.0747 0.3790 -0.677
O -1.9462 2.1676 -0.4619 -0.885
S -2.6369 -0.7765 -0.7848 0.094
S -1.5987 1.0484 -1.3380 1.194
H 0.1508 -1.8076 0.8576 0.225
H 1.4381 0.7000 -0.3866 0.221
H 2.4236 -0.5553 0.4341 0.240
H 1.6657 0.4827 1.3918 0.233
```

Properties
Frontier orbital gap (eV): 8.15
Multiplicity: 1
HOMO level (eV): -8.556
LUMO level (eV): -0.41

***

*two*
ORCA calculation (the ωB97M-V functional and the def2-TZVPD basis) on a 2-piece molecular cluster, C3H4OS2 overall.

Structure (XYZ):
```
10
Properties=species:S:1:pos:R:3:nbo_charge:R:1
C -1.9484 0.4649 -0.1307 -0.812
C 0.7202 0.0228 -0.0006 0.213
C 1.9645 -0.8947 0.1396 -0.380
H -2.2065 0.6323 1.0921 0.246
H -1.3582 1.4137 -0.5941 0.286
H -2.8165 -0.0110 -0.6869 0.244
H 2.0350 -2.1185 0.9295 0.272
O 0.9526 1.3103 -0.0583 -0.544
S -0.7608 -0.8099 -0.3609 0.329
S 3.4180 -0.0100 -0.3297 0.145
```

Properties
Frontier orbital gap (eV): 7.27
Multiplicity: 1
HOMO level (eV): -9.051
LUMO level (eV): -1.78

***

*three*
ORCA calculation (the ωB97M-V functional and the def2-TZVPD basis) on a 2-piece molecular cluster, C3H4OS2 overall.

Structure (XYZ):
```
10
Properties=species:S:1:pos:R:3:nbo_charge:R:1
C -0.2250 0.3081 1.3483 -0.292
C 0.1002 0.2392 0.1817 0.046
C 0.7194 0.3425 -1.1238 -0.716
O -2.0390 0.8205 -1.1036 -0.841
S -3.6122 -0.3420 0.7875 -0.256
S -3.3341 1.0137 -0.5355 1.096
H -0.6094 -0.1694 2.1658 0.221
H -0.0586 0.5615 -1.8840 0.254
H 0.9739 -0.7269 -1.2895 0.242
H 1.6066 1.0534 -1.3136 0.247
```

Properties
Frontier orbital gap (eV): 7.63
Multiplicity: 1
HOMO level (eV): -9.484
LUMO level (eV): -1.85

***

*four*
ORCA calculation (the ωB97M-V functional and the def2-TZVPD basis) on one molecule with the formula C3H4OS2.

Structure (XYZ):
```
10
Properties=species:S:1:pos:R:3:nbo_charge:R:1
O 0.3403 -1.0444 -1.2771 -0.493
C -0.0516 -0.1585 -0.5413 0.489
C -1.2296 0.6836 -1.0627 -0.366
S -2.1679 1.6358 -0.1619 0.149
C 0.3347 -0.1200 0.8749 -0.653
S 2.0242 -0.5917 1.3551 -0.025
H -1.3787 0.6544 -2.1492 0.224
H -0.2070 -0.9297 1.4744 0.274
H 0.1232 0.7894 1.4348 0.251
H 2.2125 -0.9189 0.0530 0.150
```

Properties
Frontier orbital gap (eV): 7.64
Multiplicity: 1
HOMO level (eV): -9.259
LUMO level (eV): -1.62
SMILES string: O=C(C=S)CS

***

Energy relative to the most stable one, in eV: *one* 1.192; *two* 2.730; *three* 1.922; *four* 0.000

***

*one*
ORCA calculation (the ωB97M-V functional and the def2-TZVPD basis) on C22H43N2OP3W as an isolated structure.

Structure (XYZ):
```
72
Properties=species:S:1:pos:R:3:lowdin_spin:R:1
W 0.4241 0.3163 0.9483 1.621
P 0.1025 2.5250 0.4983 0.081
P 1.1274 0.0656 3.3617 0.012
P -1.7340 -0.3389 1.4340 0.089
H 0.0706 -3.7674 -6.0163 -0.009
C -0.8549 -3.1997 -5.9333 -0.234
C -0.9497 -1.9554 -6.4315 -0.194
H -0.0871 -1.4130 -6.8052 -0.006
C 1.4319 3.3647 -0.4355 0.028
C -0.0835 3.6425 1.9332 0.016
C -1.3546 2.9718 -0.5206 0.022
C 1.1157 -1.7385 3.7200 0.015
C 2.7359 0.4742 4.1515 -0.002
C 0.0576 0.7342 4.7191 0.002
C -2.8473 -0.3430 -0.0108 0.023
C -2.7256 0.7020 2.5880 0.031
C -1.9760 -2.0296 2.0907 0.013
H -1.7417 -3.7487 -5.6078 -0.011
H -1.9290 -1.5162 -6.6123 -0.003
H 1.6722 2.7999 -1.3459 0.000
H 2.3455 3.4948 0.1608 0.000
H 1.0424 4.3522 -0.7148 0.003
H 0.7703 3.5567 2.6202 0.000
H -1.0050 3.4268 2.4914 0.000
H -0.1260 4.6709 1.5513 0.001
H -1.4492 2.2270 -1.3176 -0.001
H -1.1580 3.9515 -0.9624 0.002
H -2.2624 3.0072 0.0901 0.000
H 1.3205 -1.8971 4.7888 0.001
H 1.9112 -2.2172 3.1338 0.000
H 0.1624 -2.2105 3.4582 0.000
H 3.1667 -0.4151 4.6341 -0.001
H 2.6207 1.2613 4.9036 0.000
H 3.4277 0.8156 3.3884 0.000
H 0.0186 0.0200 5.5548 0.000
H -0.9654 0.9331 4.3774 0.000
H 0.4823 1.6770 5.0898 0.000
H -3.8770 -0.5501 0.3217 0.003
H -2.5161 -1.1162 -0.7126 0.000
H -2.8097 0.6259 -0.5246 0.000
H -3.7662 0.6729 2.2281 0.003
H -2.3973 1.7513 2.6071 0.000
H -2.6970 0.2827 3.6046 0.001
H -2.9944 -2.3571 1.8403 0.000
H -1.8566 -2.0561 3.1829 0.000
H -1.2647 -2.7299 1.6321 0.000
C -1.2176 -0.7309 -3.0523 0.012
C -1.0805 -2.0375 -2.4358 0.124
C -2.1438 -2.9359 -2.4682 -0.012
C -3.2780 -2.6696 -3.2475 0.150
C -3.3182 -1.5170 -4.0441 0.002
C -2.2842 -0.5984 -4.0252 -0.002
O -0.5500 0.2839 -2.6750 0.161
H -0.1890 0.5296 -0.7393 -0.024
H -0.1963 -2.2284 -1.8195 0.007
H -2.0748 -3.8348 -1.8399 -0.003
H -4.1506 -3.3462 -3.2525 0.006
H -4.1692 -1.3497 -4.7038 -0.001
H -2.2751 0.2901 -4.6632 0.003
N 3.5733 1.5958 1.4510 0.016
C 3.5968 0.6603 0.4410 0.015
C 4.8057 0.2198 -0.1348 -0.001
C 4.7562 -0.6721 -1.1969 0.012
C 3.5093 -1.0702 -1.6886 0.001
C 2.3471 -0.6100 -1.0901 0.005
N 2.4093 0.1160 0.0743 0.021
H 2.7290 2.1432 1.6364 0.004
H 4.4477 2.0851 1.6541 0.001
H 5.7419 0.5678 0.3230 0.000
H 5.6719 -1.0736 -1.6465 0.000
H 3.4192 -1.7555 -2.5236 0.000
H 1.3420 -0.7851 -1.4862 0.000
```

Properties
Frontier orbital gap (spin up / spin down) (eV): 4.78 / 5.97
Multiplicity: 3
<S²>: 2.4886
HOMO level (spin up / spin down) (eV): -19.652 / -19.849
LUMO level (spin up / spin down) (eV): -14.87 / -13.88
Total charge: +4

***

*two*
ORCA calculation (the ωB97M-V functional and the def2-TZVPD basis) on C22H43N2OP3W as an isolated structure.

Structure (XYZ):
```
72
Properties=species:S:1:pos:R:3:lowdin_spin:R:1
W -0.2616 0.4492 0.4468 1.656
P -0.7870 1.7140 -1.3453 0.085
P -0.8509 1.7743 2.2998 0.048
P -2.2275 -0.8211 0.5971 0.054
H 3.8803 -1.9624 -0.3989 0.000
C 2.9009 -2.2193 -0.8474 0.001
C 2.6510 -1.6960 -2.1770 -0.001
H 2.9746 -0.6588 -2.2915 0.000
C 0.5269 2.6403 -2.2144 0.023
C -1.9869 3.0672 -1.0663 0.032
C -1.5517 0.8673 -2.7745 0.015
C -0.6172 0.8035 3.8380 0.026
C 0.0377 3.3221 2.7238 0.007
C -2.5637 2.4222 2.4968 0.010
C -2.5488 -1.9367 -0.8095 -0.003
C -3.9437 -0.1717 0.8425 0.030
C -2.1631 -1.9650 2.0241 0.010
H 2.6514 -3.2673 -0.7056 0.000
H 3.3215 -2.2713 -2.8554 0.000
H 1.3385 1.9657 -2.5226 0.000
H 0.9405 3.4388 -1.5818 0.000
H 0.0658 3.0886 -3.1111 0.002
H -1.6041 3.7951 -0.3351 0.000
H -2.9584 2.6826 -0.7239 0.000
H -2.1112 3.5639 -2.0401 0.004
H -0.9350 0.0054 -3.0685 0.000
H -1.5829 1.6001 -3.5980 0.001
H -2.5758 0.5347 -2.5418 0.000
H -1.0627 1.3577 4.6793 0.003
H 0.4575 0.6714 4.0203 0.000
H -1.0819 -0.1869 3.7709 0.000
H -0.2607 3.6391 3.7349 0.000
H -0.2176 4.1159 2.0071 0.000
H 1.1231 3.1663 2.7049 0.000
H -2.7690 2.5227 3.5730 0.001
H -3.3101 1.7524 2.0657 0.000
H -2.6633 3.3997 2.0040 0.000
H -3.4285 -2.5565 -0.5873 -0.001
H -1.6944 -2.5941 -0.9610 0.000
H -2.7141 -1.3959 -1.7465 0.000
H -4.6489 -0.9577 0.5310 0.003
H -4.1416 0.7227 0.2384 0.000
H -4.1347 0.0420 1.9033 0.001
H -2.8642 -2.7861 1.8257 0.000
H -2.4713 -1.4585 2.9486 0.000
H -1.1581 -2.3777 2.1582 0.000
C 0.5158 -2.8609 -2.2261 0.000
C 0.4749 -3.3084 -0.8838 0.004
C -0.0771 -4.5508 -0.5742 0.001
C -0.9507 -5.1357 -1.4849 0.000
C -1.1539 -4.5308 -2.7224 0.001
C -0.3974 -3.4325 -3.1332 0.000
O 1.3320 -1.8650 -2.7112 -0.002
H 0.4708 -0.5242 -0.9741 -0.005
H 0.8933 -2.6698 -0.0785 0.004
H 0.1454 -4.9962 0.3904 0.000
H -1.4593 -6.0585 -1.2038 0.000
H -1.9037 -4.9439 -3.4009 0.000
H -0.4980 -2.9877 -4.1356 0.000
N 5.8207 1.9896 0.9196 -0.023
C 4.5018 1.6814 0.8249 -0.005
C 3.5464 2.7167 0.7423 -0.007
C 2.2129 2.3817 0.5851 0.015
N 1.7897 1.0940 0.6324 0.003
C 2.6928 0.0941 0.7718 0.011
C 4.0563 0.3482 0.7868 -0.008
H 6.1486 2.9442 0.9740 0.000
H 6.5195 1.2597 0.9716 0.000
H 3.8328 3.7705 0.7748 0.000
H 1.4350 3.1369 0.4472 0.003
H 2.2948 -0.9296 0.7968 0.004
H 4.7775 -0.4652 0.7806 0.000
```

Properties
Frontier orbital gap (spin up / spin down) (eV): 4.25 / 4.70
Multiplicity: 3
<S²>: 2.0225
HOMO level (spin up / spin down) (eV): -19.409 / -19.413
LUMO level (spin up / spin down) (eV): -15.16 / -14.71
Total charge: +4

***

Energy relative to the most stable one, in eV: *one* 0.000; *two* 0.835

***

*one*
ORCA calculation (the ωB97M-V functional and the def2-TZVPD basis) on a 2-piece molecular cluster, ClHOS overall.

Structure (XYZ):
```
4
Properties=species:S:1:pos:R:3:nbo_charge:R:1
O -1.3460 -1.4019 0.8746 -0.674
S -1.6309 0.0433 0.5968 0.666
Cl 1.3938 1.2860 -0.9251 -0.263
H 1.5831 0.0726 -0.5462 0.272
```

Properties
Frontier orbital gap (eV): 6.45
Multiplicity: 1
HOMO level (eV): -8.770
LUMO level (eV): -2.32
SMILES string: O=S.Cl

***

*two*
ORCA calculation (the ωB97M-V functional and the def2-TZVPD basis) on a 2-piece molecular cluster, ClHOS overall.

Structure (XYZ):
```
4
Properties=species:S:1:pos:R:3:nbo_charge:R:1
O 1.6055 -0.7515 2.1475 -0.702
S 0.7151 -0.1231 1.1980 0.697
Cl -1.4791 -0.0524 -1.4334 -0.259
H -0.8415 0.9270 -1.9121 0.264
```

Properties
Frontier orbital gap (spin up / spin down) (eV): 7.77 / 7.75
Multiplicity: 1
HOMO level (spin up / spin down) (eV): -9.099 / -9.090
LUMO level (spin up / spin down) (eV): -1.33 / -1.34
SMILES string: O=S.Cl

***

Energy relative to the most stable one, in eV: *one* 0.626; *two* 0.000